[1]
{
  "formula": "C34H91NO35S11",
  "method": "ωB97M-V/def2-TZVPD",
  "species": ["C", "C", "O", "S", "C", "O", "O", "H", "H", "H", "H", "H", "H", "H", "H", "C", "C", "O", "S", "C", "O", "O", "H", "H", "H", "H", "H", "H", "H", "H", "C", "C", "O", "S", "C", "O", "O", "H", "H", "H", "H", "H", "H", "H", "H", "C", "C", "O", "S", "C", "O", "O", "H", "H", "H", "H", "H", "H", "H", "H", "C", "C", "O", "S", "C", "O", "O", "H", "H", "H", "H", "H", "H", "H", "H", "C", "C", "O", "S", "C", "O", "O", "H", "H", "H", "H", "H", "H", "H", "H", "C", "C", "O", "S", "C", "O", "O", "H", "H", "H", "H", "H", "H", "H", "H", "C", "C", "O", "S", "C", "O", "O", "H", "H", "H", "H", "H", "H", "H", "H", "C", "C", "O", "S", "C", "O", "O", "H", "H", "H", "H", "H", "H", "H", "H", "C", "C", "O", "S", "C", "O", "O", "H", "H", "H", "H", "H", "H", "H", "H", "C", "C", "O", "S", "C", "O", "O", "H", "H", "H", "H", "H", "H", "H", "H", "C", "N", "O", "O", "H", "H", "H"],
  "positions_angstrom": [[-2.93, 0.20, -4.11], [-1.74, 0.46, -5.04], [-2.23, 0.20, -6.37], [-1.45, -0.86, -7.35], [-1.82, -2.38, -6.37], [-2.18, -0.83, -8.63], [-0.02, -0.53, -7.31], [-3.60, -0.59, -4.45], [-3.51, 1.12, -4.06], [-2.63, -0.05, -3.09], [-1.56, 1.53, -4.96], [-0.91, -0.17, -4.74], [-1.80, -2.16, -5.30], [-1.02, -3.07, -6.63], [-2.75, -2.78, -6.77], [-2.17, -6.30, -5.26], [-1.53, -5.95, -3.92], [-1.44, -4.50, -3.86], [-0.50, -3.85, -2.61], [-1.76, -4.14, -1.21], [0.70, -4.66, -2.46], [-0.48, -2.38, -2.80], [-3.08, -5.69, -5.34], [-2.39, -7.36, -5.22], [-1.54, -6.10, -6.13], [-2.21, -6.22, -3.11], [-0.59, -6.48, -3.77], [-1.83, -5.23, -1.11], [-2.74, -3.86, -1.60], [-1.36, -3.67, -0.31], [9.08, -0.01, 0.21], [7.66, 0.54, 0.18], [6.97, 0.41, 1.47], [5.84, 1.46, 1.90], [4.46, 0.44, 1.34], [5.74, 1.55, 3.39], [5.99, 2.68, 1.10], [9.70, 0.68, 0.77], [9.48, -0.20, -0.79], [9.02, -0.99, 0.68], [7.79, 1.57, -0.14], [7.11, 0.12, -0.66], [4.41, -0.52, 1.86], [4.62, 0.08, 0.33], [3.51, 0.97, 1.41], [-0.19, 5.56, 5.12], [-0.89, 4.91, 3.90], [-0.94, 3.47, 4.10], [-0.53, 2.41, 2.84], [1.28, 2.55, 3.12], [-0.89, 1.03, 3.21], [-0.78, 2.91, 1.48], [0.04, 6.62, 5.01], [0.71, 4.97, 5.28], [-0.76, 5.38, 6.03], [-1.90, 5.30, 3.92], [-0.44, 5.22, 2.96], [1.85, 1.83, 2.54], [1.58, 2.30, 4.14], [1.58, 3.59, 3.00], [-8.09, 0.37, 4.45], [-7.39, 0.82, 3.14], [-6.03, 1.19, 3.59], [-5.04, 1.88, 2.52], [-4.53, 0.35, 1.48], [-5.83, 2.84, 1.70], [-3.88, 2.39, 3.27], [-8.11, 1.19, 5.17], [-7.60, -0.45, 4.98], [-9.13, 0.13, 4.24], [-7.43, 0.02, 2.40], [-7.93, 1.68, 2.75], [-3.90, 0.80, 0.71], [-5.39, -0.16, 1.05], [-4.07, -0.36, 2.17], [3.84, 6.23, -4.20], [2.65, 5.53, -3.60], [3.13, 4.60, -2.69], [2.29, 4.35, -1.25], [0.58, 3.99, -1.88], [2.77, 3.13, -0.60], [2.35, 5.64, -0.61], [3.57, 7.12, -4.77], [4.40, 5.58, -4.87], [4.38, 6.46, -3.29], [1.98, 6.24, -3.12], [2.03, 4.99, -4.32], [0.00, 3.66, -1.02], [0.72, 3.18, -2.59], [0.13, 4.89, -2.30], [1.59, -2.31, 3.30], [2.38, -1.71, 4.42], [1.85, -0.39, 4.85], [2.13, 0.19, 6.37], [4.00, 0.29, 6.34], [1.54, 1.52, 6.35], [1.81, -0.89, 7.32], [0.71, -1.70, 3.10], [1.33, -3.36, 3.42], [2.22, -2.27, 2.42], [2.07, -2.37, 5.24], [3.44, -1.80, 4.19], [4.43, 1.01, 5.63], [4.33, -0.71, 6.09], [4.18, 0.65, 7.35], [-3.13, 6.11, 0.93], [-3.58, 4.85, 0.20], [-2.95, 4.98, -1.14], [-2.96, 3.66, -2.16], [-4.71, 3.85, -2.77], [-2.09, 3.98, -3.29], [-2.85, 2.38, -1.46], [-3.46, 6.08, 1.97], [-3.49, 7.05, 0.50], [-2.05, 6.15, 0.84], [-3.44, 3.91, 0.73], [-4.65, 4.71, 0.07], [-4.89, 3.33, -3.71], [-4.96, 4.91, -2.70], [-5.19, 3.38, -1.91], [2.39, 2.34, -6.47], [1.92, 1.33, -5.39], [3.03, 1.35, -4.43], [2.93, 0.54, -2.94], [2.70, -1.22, -3.48], [4.28, 0.57, -2.32], [1.75, 0.97, -2.22], [2.48, 3.35, -6.05], [1.69, 2.31, -7.30], [3.29, 1.99, -6.97], [0.90, 1.63, -5.12], [1.81, 0.34, -5.84], [3.56, -1.41, -4.11], [1.77, -1.23, -4.04], [2.49, -1.88, -2.64], [-6.26, -5.56, 4.94], [-5.50, -4.35, 4.40], [-4.73, -4.78, 3.36], [-4.11, -3.68, 2.21], [-2.67, -2.90, 3.18], [-3.43, -4.38, 1.11], [-5.05, -2.58, 1.98], [-6.95, -5.96, 4.20], [-6.82, -5.30, 5.85], [-5.54, -6.29, 5.28], [-6.24, -3.63, 4.04], [-4.93, -3.93, 5.23], [-3.07, -2.39, 4.06], [-2.17, -2.25, 2.47], [-1.98, -3.72, 3.41], [2.73, -3.41, -0.57], [3.93, -4.01, 0.18], [3.77, -5.46, 0.31], [3.98, -6.18, 1.78], [5.80, -5.80, 1.97], [3.26, -5.45, 2.81], [3.87, -7.63, 1.54], [2.81, -2.33, -0.57], [1.78, -3.69, -0.11], [2.82, -3.74, -1.61], [4.83, -3.77, -0.38], [4.12, -3.57, 1.16], [6.38, -6.26, 1.18], [6.12, -6.10, 2.96], [5.95, -4.72, 1.86], [-0.58, 0.29, -0.21], [0.24, -0.81, 0.35], [-0.34, -1.85, 0.78], [1.46, -0.67, 0.43], [-1.33, 0.44, 0.57], [-1.16, -0.02, -1.07], [-0.05, 1.19, -0.53]],
  "smiles": "CCOS(C)(=O)=O.CCOS(C)(=O)=O.CCOS(C)(=O)=O.CCOS(C)(=O)=O.CCOS(C)(=O)=O.CCOS(C)(=O)=O.CCOS(C)(=O)=O.CCOS(C)(=O)=O.CCOS(C)(=O)=O.CCOS(C)(=O)=O.CCOS(C)(=O)=O.C[N+](=O)[O-]",
  "homo_lumo_gap_ev": 10.34,
  "lumo_ev": -0.12
}



[2]
{
  "formula": "C26H50FN4O6",
  "method": "ωB97M-V/def2-TZVPD",
  "species": ["C", "O", "C", "C", "C", "C", "C", "C", "C", "C", "C", "C", "C", "C", "C", "C", "O", "C", "C", "O", "N", "C", "C", "C", "C", "N", "C", "N", "N", "C", "H", "H", "H", "H", "H", "H", "H", "H", "H", "H", "H", "H", "H", "H", "H", "H", "H", "H", "H", "H", "H", "H", "H", "H", "H", "H", "H", "H", "H", "H", "H", "H", "H", "H", "H", "H", "H", "H", "H", "H", "H", "H", "H", "H", "H", "H", "H", "C", "C", "O", "C", "O", "O", "F", "H", "H", "H"],
  "positions_angstrom": [[-2.61, 0.67, -4.44], [-2.43, 2.03, -4.71], [-1.41, 2.62, -3.91], [-0.02, 2.32, -4.46], [1.07, 2.13, -3.40], [0.85, 0.99, -2.40], [0.77, -0.40, -3.04], [-0.16, -1.42, -2.35], [-0.47, -1.13, -0.88], [-0.96, -2.39, -0.15], [-0.59, -2.51, 1.33], [0.67, -1.79, 1.81], [0.56, -1.82, 3.31], [0.83, -3.23, 3.91], [2.25, -3.68, 3.55], [2.30, -4.72, 2.42], [3.04, -4.17, 1.32], [2.43, -4.11, 0.10], [1.73, -5.34, -0.43], [2.53, -3.09, -0.57], [-0.91, -1.51, 3.55], [-1.31, -0.15, 4.07], [-0.46, 1.01, 3.57], [0.80, 1.31, 4.41], [1.93, 1.94, 3.57], [3.22, 1.28, 3.82], [3.70, 0.54, 2.71], [3.88, -0.72, 2.82], [4.00, 1.31, 1.54], [-1.65, -2.02, 2.34], [-1.79, 0.07, -4.84], [-2.74, 0.49, -3.37], [-3.51, 0.35, -4.96], [-1.56, 2.28, -2.88], [-1.57, 3.69, -3.91], [0.29, 3.17, -5.07], [-0.06, 1.48, -5.16], [1.11, 3.06, -2.84], [2.04, 2.03, -3.87], [1.73, 1.01, -1.76], [-0.03, 1.24, -1.81], [1.77, -0.82, -3.09], [0.45, -0.29, -4.08], [0.34, -2.38, -2.39], [-1.07, -1.55, -2.94], [0.42, -0.70, -0.43], [-1.27, -0.38, -0.86], [-0.64, -3.27, -0.69], [-2.05, -2.39, -0.21], [-0.41, -3.58, 1.49], [1.63, -2.07, 1.39], [0.54, -0.75, 1.50], [1.27, -1.17, 3.81], [0.74, -3.13, 4.99], [0.07, -3.92, 3.56], [2.74, -4.08, 4.43], [2.83, -2.81, 3.24], [2.82, -5.60, 2.78], [1.29, -4.98, 2.13], [2.45, -6.10, -0.70], [1.18, -5.03, -1.31], [1.01, -5.74, 0.27], [-1.14, -2.14, 4.31], [-1.36, -0.20, 5.15], [-2.33, 0.01, 3.73], [-0.20, 0.87, 2.52], [-1.10, 1.89, 3.60], [1.16, 0.41, 4.90], [0.55, 2.00, 5.20], [1.68, 1.89, 2.51], [2.02, 2.99, 3.80], [3.92, 1.96, 4.06], [4.23, -1.11, 1.95], [3.16, 1.46, 0.99], [4.67, 0.82, 0.95], [-2.26, -1.26, 1.85], [-2.23, -2.87, 2.68], [-5.29, 6.17, -3.50], [-4.75, 5.99, -4.90], [-3.40, 6.39, -4.76], [-3.03, 6.16, -3.47], [-1.92, 6.15, -3.08], [-4.12, 5.93, -2.70], [-5.37, 6.79, -5.79], [-5.64, 7.19, -3.34], [-6.08, 5.46, -3.24], [-4.78, 4.96, -5.27]],
  "homo_lumo_gap_ev": 8.90,
  "charge": 1,
  "lumo_ev": -2.51
}



[3]
{
  "formula": "C6H11N2",
  "method": "ωB97M-V/def2-TZVPD",
  "species": ["C", "C", "N", "C", "C", "N", "C", "C", "H", "H", "H", "H", "H", "H", "H", "H", "H", "H", "H"],
  "positions_angstrom": [[-0.50, 0.93, 2.94], [-0.52, 1.68, 1.79], [0.21, 1.47, 0.65], [1.20, 0.36, 0.51], [0.77, -1.08, 0.25], [0.17, -1.35, -0.98], [-0.19, -1.03, -2.06], [-0.77, -1.10, -3.36], [-1.13, 1.15, 3.76], [-0.08, 0.00, 3.25], [-1.21, 2.54, 1.67], [0.11, 2.03, -0.15], [1.62, 0.16, 1.42], [1.79, 0.69, -0.40], [1.58, -1.75, 0.57], [0.01, -1.33, 1.01], [0.01, -1.21, -4.11], [-1.47, -0.29, -3.60], [-1.48, -1.86, -3.56]],
  "smiles": "C=CNCC[N+]#CC",
  "homo_lumo_gap_ev": 6.55,
  "charge": 1,
  "lumo_ev": -4.84
}



[4]
{
  "formula": "C5H8S",
  "method": "ωB97M-V/def2-TZVPD",
  "species": ["C", "C", "C", "C", "S", "C", "H", "H", "H", "H", "H", "H", "H", "H"],
  "positions_angstrom": [[0.85, -1.81, 0.03], [0.30, -0.61, 0.09], [-1.04, -0.22, -0.40], [-0.95, 1.34, -0.51], [0.21, 2.14, 0.62], [1.05, 0.46, 0.82], [0.35, -2.65, -0.62], [1.85, -1.97, 0.34], [-1.46, -0.64, -1.26], [-1.70, -0.48, 0.37], [-1.87, 1.85, -0.30], [-0.70, 1.62, -1.54], [1.01, 0.45, 1.94], [2.10, 0.52, 0.41]],
  "smiles": "C=C1CCSC1",
  "homo_lumo_gap_ev": 9.42,
  "lumo_ev": 0.99
}



[5]
{
  "formula": "C19H20N2O3S",
  "method": "ωB97M-V/def2-TZVPD",
  "species": ["C", "C", "C", "C", "C", "N", "C", "S", "C", "C", "C", "O", "O", "N", "C", "C", "C", "C", "C", "C", "C", "C", "O", "C", "C", "H", "H", "H", "H", "H", "H", "H", "H", "H", "H", "H", "H", "H", "H", "H", "H", "H", "H", "H", "H"],
  "positions_angstrom": [[1.74, -6.36, -0.91], [1.69, -4.82, -1.00], [1.84, -4.06, -2.14], [1.79, -2.72, -2.09], [1.49, -1.96, -0.97], [1.73, -0.55, -0.96], [1.38, 0.10, 0.18], [1.51, 1.84, -0.13], [0.08, 1.75, -1.36], [-0.62, 3.10, -1.25], [-1.47, 3.43, -2.44], [-0.71, 3.63, -3.53], [-2.21, 4.60, -2.40], [0.95, -0.50, 1.43], [0.69, 0.21, 2.65], [-0.55, 1.12, 2.48], [-1.76, 0.53, 2.50], [-2.83, 1.40, 2.39], [-2.75, 2.81, 2.48], [-1.52, 3.44, 2.35], [-0.45, 2.51, 2.47], [0.82, -1.90, 1.33], [0.21, -2.42, 2.31], [1.20, -2.70, 0.18], [1.39, -4.05, 0.15], [2.70, -6.64, -0.43], [0.82, -6.70, -0.38], [1.70, -6.82, -1.92], [2.17, -4.45, -3.13], [2.00, -2.18, -2.97], [-0.66, 0.89, -1.14], [0.43, 1.57, -2.37], [0.02, 3.93, -1.14], [-1.15, 3.12, -0.32], [-2.14, 2.53, -2.66], [-0.26, 4.44, -3.33], [-2.44, 4.65, -3.34], [1.47, 0.91, 2.74], [0.63, -0.42, 3.52], [-1.91, -0.54, 2.62], [-3.80, 0.99, 2.21], [-3.69, 3.33, 2.56], [-1.34, 4.46, 2.32], [0.52, 2.97, 2.31], [1.29, -4.49, 1.13]],
  "smiles": "Cc1ccc2nc(SCCC(O)O)n(Cc3ccccc3)c(=O)c2c1",
  "homo_lumo_gap_ev": 8.55,
  "lumo_ev": 0.20
}